A molecular structure, C20H43FeGeOSSi3. Source: the OMol25 dataset; level of theory: wB97M-V/def2-TZVPD.

Structure (ORCA input):
```
! wB97M-V def2-TZVPD RIJCOSX def2/J DEFGRID3
* xyz 2 6
Fe 1.310 0.374 0.587
C 1.981 3.532 -1.476
C 2.413 2.661 -0.338
C 1.926 2.858 0.963
C 2.377 2.080 2.032
C 3.339 1.089 1.821
C 3.816 0.870 0.527
C 3.342 1.632 -0.540
H 2.574 4.449 -1.478
H 0.936 3.824 -1.392
H 2.134 3.039 -2.435
H 1.188 3.627 1.147
H 1.985 2.251 3.027
H 3.699 0.502 2.655
H 4.549 0.096 0.340
H 3.718 1.445 -1.539
C -0.596 -0.818 -3.310
Si -1.874 0.260 -2.488
C -3.600 -0.395 -2.646
C -1.707 2.048 -3.009
Ge -1.071 0.610 -0.123
Si -1.931 -1.597 0.639
C -1.211 -1.631 2.375
C -1.340 -3.013 -0.422
C -3.788 -1.537 0.789
Si -2.379 2.434 0.755
C -1.772 4.120 0.197
C -4.177 2.250 0.278
C -2.166 2.231 2.612
H -0.691 -0.698 -4.394
H -0.739 -1.873 -3.082
H 0.421 -0.533 -3.037
H -3.916 -0.277 -3.688
H -4.316 0.140 -2.023
H -3.652 -1.459 -2.416
H -1.844 2.090 -4.096
H -0.723 2.461 -2.787
H -2.468 2.681 -2.551
H -0.181 -1.286 2.470
H -1.244 -2.665 2.738
H -1.829 -1.028 3.043
H -0.316 -2.873 -0.772
H -1.980 -3.144 -1.296
H -1.392 -3.939 0.158
H -4.099 -0.812 1.543
H -4.129 -2.522 1.125
H -4.303 -1.313 -0.142
H -2.258 4.424 -0.732
H -0.698 4.160 0.028
H -2.015 4.870 0.953
H -4.335 2.434 -0.787
H -4.758 3.004 0.819
H -4.596 1.275 0.525
H -1.129 2.068 2.914
H -2.757 1.394 2.990
H -2.517 3.133 3.121
O 1.802 -1.502 0.492
S 1.953 -2.920 1.085
C 3.539 -2.926 1.979
C 4.419 -3.981 1.310
C 4.120 -3.887 -0.182
C 2.601 -3.915 -0.285
H 3.342 -3.088 3.036
H 3.940 -1.922 1.831
H 4.168 -4.975 1.683
H 5.466 -3.801 1.549
H 4.556 -4.710 -0.745
H 4.513 -2.957 -0.599
H 2.200 -4.919 -0.130
H 2.168 -3.503 -1.196
*
```

Output
Kohn-Sham gap (alpha / beta) ... 8.48 / 6.00 eV
<S²> ... 8.77
Energy relative to the best compared isomer or geometry (same formula, charge and spin) ... 4.07 kcal per mole

***

14 unconnected molecules or ions with the total composition C68H152N4. Source: the OMol25 dataset; level of theory: wB97M-V/def2-TZVPD.

Structure (ORCA input):
```
! wB97M-V def2-TZVPD RIJCOSX def2/J DEFGRID3
* xyz 0 1
C 1.812 10.179 -2.377
C 1.063 8.898 -1.989
C 1.535 8.280 -0.679
C 0.892 6.962 -0.179
C -0.569 7.071 0.093
C -1.166 5.708 0.430
H 1.303 10.692 -3.186
H 2.769 9.880 -2.756
H 1.980 10.864 -1.564
H -0.019 9.102 -1.870
H 1.052 8.125 -2.743
H 1.440 9.064 0.086
H 2.597 8.035 -0.733
H 1.016 6.167 -0.956
H 1.395 6.585 0.711
H -0.703 7.793 0.894
H -1.047 7.471 -0.794
H -0.582 5.166 1.150
H -2.228 5.693 0.669
H -1.082 5.064 -0.457
C 0.774 -5.063 -5.397
C -0.729 -4.999 -5.435
C -1.398 -6.259 -5.883
C -2.896 -6.042 -6.192
C -3.690 -5.330 -5.091
C -5.230 -5.336 -5.388
H 1.052 -5.928 -4.786
H 1.139 -4.190 -4.856
H 1.221 -5.216 -6.381
H -1.037 -4.718 -4.425
H -1.017 -4.158 -6.053
H -1.246 -7.039 -5.114
H -0.899 -6.652 -6.810
H -2.994 -5.438 -7.115
H -3.305 -7.038 -6.421
H -3.659 -5.864 -4.132
H -3.237 -4.339 -4.965
H -5.736 -4.994 -4.486
H -5.551 -4.684 -6.245
H -5.626 -6.341 -5.538
C 0.078 -1.672 -3.286
C 0.931 -1.251 -2.068
C 0.512 0.129 -1.627
C 1.431 0.686 -0.552
C 0.922 1.998 0.016
C 1.555 2.452 1.356
H 0.248 -1.045 -4.173
H -0.974 -1.596 -3.095
H 0.380 -2.704 -3.561
H 0.931 -1.898 -1.213
H 2.003 -1.195 -2.331
H -0.550 0.108 -1.309
H 0.454 0.812 -2.471
H 1.482 -0.004 0.281
H 2.440 0.805 -0.931
H 0.863 2.789 -0.704
H -0.194 1.830 0.091
H 1.325 1.772 2.172
H 2.641 2.457 1.272
H 1.226 3.485 1.573
C 0.213 5.422 4.335
C -1.124 5.180 5.006
C -1.082 3.994 5.944
C -2.306 3.906 6.822
C -2.186 3.039 8.072
C -1.035 3.375 8.985
H 0.962 5.558 5.131
H 0.215 6.302 3.678
H 0.525 4.516 3.839
H -1.399 6.029 5.675
H -1.900 4.968 4.266
H -0.225 4.056 6.621
H -1.028 3.072 5.378
H -2.446 4.900 7.245
H -3.187 3.710 6.229
H -3.134 3.013 8.650
H -2.076 1.998 7.773
H -1.009 4.424 9.311
H -1.154 2.762 9.874
H -0.080 3.124 8.575
C -0.966 -2.733 3.431
C -0.943 -1.539 2.504
C -2.367 -0.937 2.414
C -2.496 0.475 1.879
C -1.729 1.483 2.731
C -2.076 2.857 2.147
H -1.418 -2.500 4.375
H 0.048 -3.140 3.487
H -1.561 -3.491 2.954
H -0.205 -0.802 2.904
H -0.619 -1.774 1.466
H -2.915 -0.949 3.371
H -3.029 -1.597 1.840
H -2.063 0.595 0.844
H -3.571 0.687 1.789
H -1.970 1.426 3.798
H -0.646 1.288 2.652
H -1.954 2.801 1.069
H -3.089 3.192 2.431
H -1.341 3.578 2.506
C 3.050 -3.860 2.517
C 2.651 -3.033 1.298
C 3.727 -2.042 0.769
C 4.015 -0.859 1.717
C 5.047 0.104 1.051
C 5.518 1.157 2.017
H 3.468 -3.197 3.253
H 3.840 -4.553 2.179
H 2.188 -4.354 3.002
H 2.311 -3.668 0.471
H 1.689 -2.532 1.461
H 3.355 -1.626 -0.171
H 4.673 -2.527 0.670
H 3.068 -0.335 1.871
H 4.439 -1.234 2.633
H 5.818 -0.556 0.662
H 4.543 0.559 0.200
H 6.312 1.764 1.559
H 4.760 1.870 2.313
H 5.978 0.719 2.917
C -2.426 2.797 -3.077
C -1.377 1.991 -3.841
C -1.571 2.203 -5.319
C -0.427 1.591 -6.159
C -0.537 1.840 -7.674
C 0.660 1.242 -8.402
H -2.334 3.853 -3.333
H -2.384 2.805 -1.973
H -3.431 2.421 -3.348
H -0.373 2.183 -3.503
H -1.518 0.918 -3.659
H -1.721 3.253 -5.526
H -2.496 1.688 -5.629
H 0.510 2.024 -5.780
H -0.309 0.532 -5.944
H -1.484 1.466 -8.069
H -0.637 2.917 -7.853
H 1.532 1.510 -7.829
H 0.680 0.150 -8.426
H 0.727 1.600 -9.445
C 1.999 -7.611 1.061
C 0.498 -7.926 1.020
C -0.212 -7.229 -0.129
C -0.604 -5.775 0.128
C -1.053 -4.876 -1.031
C -1.615 -3.555 -0.468
H 2.446 -7.739 0.075
H 2.570 -8.212 1.741
H 2.078 -6.538 1.215
H 0.437 -9.010 0.970
H 0.038 -7.626 1.945
H -1.090 -7.766 -0.475
H 0.497 -7.280 -0.962
H -1.377 -5.811 0.908
H 0.218 -5.279 0.637
H -0.192 -4.819 -1.697
H -1.844 -5.412 -1.607
H -1.973 -2.928 -1.287
H -2.479 -3.772 0.164
H -0.861 -3.025 0.120
C -1.387 -1.379 7.617
C -0.107 -0.554 7.577
C 0.184 -0.084 6.164
C 1.454 0.852 6.181
C 1.893 1.398 4.844
C 3.004 2.503 4.959
H -1.661 -1.684 8.622
H -1.149 -2.305 7.078
H -2.227 -0.861 7.193
H -0.122 0.342 8.186
H 0.744 -1.143 7.940
H -0.666 0.440 5.688
H 0.375 -0.982 5.578
H 1.352 1.670 6.903
H 2.301 0.307 6.672
H 2.246 0.568 4.202
H 1.023 1.817 4.326
H 2.634 3.394 5.545
H 3.921 2.124 5.418
H 3.306 2.911 3.967
C -3.853 -1.395 -3.593
C -4.303 -0.534 -2.425
C -4.662 -1.370 -1.177
C -5.614 -0.597 -0.237
C -6.049 -1.456 0.966
C -7.213 -2.415 0.612
H -4.598 -2.089 -3.959
H -2.992 -2.038 -3.243
H -3.371 -0.720 -4.276
H -3.511 0.156 -2.147
H -5.168 0.044 -2.698
H -3.757 -1.646 -0.620
H -5.237 -2.240 -1.531
H -5.095 0.297 0.144
H -6.448 -0.246 -0.790
H -5.144 -2.008 1.291
H -6.405 -0.852 1.789
H -7.544 -2.998 1.470
H -8.064 -1.867 0.156
H -6.892 -3.165 -0.119
C 5.789 -0.741 -2.335
C 5.997 -2.016 -1.681
N 6.220 -3.059 -1.243
H 5.237 -0.959 -3.278
H 6.766 -0.318 -2.538
H 5.138 -0.116 -1.710
C 4.323 5.246 0.599
C 5.811 5.191 0.526
N 6.930 5.052 0.388
H 3.981 6.148 0.094
H 3.993 5.242 1.639
H 3.801 4.375 0.156
C 2.829 -0.841 -6.262
C 2.750 -0.008 -5.022
N 2.668 0.575 -4.028
H 3.001 -0.149 -7.067
H 1.890 -1.391 -6.379
H 3.678 -1.533 -6.148
C 3.802 -5.224 -2.150
C 3.460 -3.987 -2.817
N 3.182 -3.044 -3.475
H 3.187 -6.027 -2.490
H 3.757 -5.144 -1.069
H 4.859 -5.459 -2.384
*
```

Output
Kohn-Sham gap ... 11.12 eV